{"formula": "C16H17N2O4", "method": "ωB97M-V/def2-TZVPD", "e_lumo_ev": 1.54, "relative_energy_kcal_mol": 0.0, "charge": -1, "total_energy_ev": -28038.411, "largest_force_ev_per_a": 2.7, "gap_ev": 4.0, "symbols": ["H", "H", "H", "H", "O", "C", "N", "C", "H", "C", "N", "C", "H", "C", "H", "C", "C", "C", "O", "C", "C", "C", "O", "H", "O", "H", "H", "C", "H", "C", "H", "H", "C", "H", "H", "H", "H", "C", "C"], "positions_angstrom": [[3.38, -0.77, -0.21], [7.89, -0.30, 0.92], [1.86, 0.21, 6.58], [2.33, -0.48, 2.29], [1.70, -2.41, -1.77], [8.53, -1.31, 4.10], [0.50, -2.34, 0.23], [9.86, -0.42, 1.80], [10.50, -1.46, 4.99], [1.99, -1.11, 1.47], [5.57, -1.27, 3.93], [7.79, -1.02, 2.95], [11.67, -0.66, 2.94], [1.63, -0.86, 6.46], [-1.33, -3.22, 0.62], [0.64, -1.75, 1.50], [4.29, -1.44, 3.97], [9.92, -1.20, 4.10], [2.33, -1.34, 5.27], [2.48, -1.21, 0.22], [3.68, -1.20, 5.31], [1.59, -2.04, -0.61], [4.30, -0.90, 6.31], [5.89, -1.14, 1.90], [-0.21, -1.71, 2.38], [8.00, -1.63, 5.00], [-0.28, -4.11, -0.54], [0.17, -1.09, 6.17], [3.66, -1.93, 3.23], [10.59, -0.75, 2.95], [-0.44, -0.51, 6.85], [-0.07, -2.15, 6.31], [-0.63, -3.12, -0.22], [1.99, -1.42, 7.33], [-1.13, -2.64, -1.07], [-0.07, -0.82, 5.13], [10.37, -0.05, 0.91], [6.35, -1.17, 2.89], [8.48, -0.56, 1.80]]}



{"formula": "C16H17N3O4S", "method": "ωB97M-V/def2-TZVPD", "e_lumo_ev": -0.97, "relative_energy_kcal_mol": 353.4, "total_energy_ev": -40350.666, "largest_force_ev_per_a": 17.5, "gap_ev": 7.7, "symbols": ["H", "H", "O", "H", "H", "C", "C", "N", "H", "H", "H", "O", "C", "C", "C", "H", "H", "C", "N", "H", "C", "C", "S", "C", "C", "H", "N", "O", "H", "H", "H", "C", "C", "H", "H", "C", "H", "C", "O", "C", "C"], "positions_angstrom": [[0.72, -5.33, -0.50], [0.62, -0.59, 1.82], [2.41, 1.41, 0.77], [-0.61, 2.41, -2.13], [1.87, 3.61, 1.93], [1.60, 3.51, 0.79], [-1.49, -2.20, -1.27], [1.54, -0.95, 1.84], [0.51, 3.23, 0.65], [2.09, -4.38, -0.30], [-1.76, 3.99, -0.24], [-4.77, -1.02, -2.05], [-3.70, -0.80, -1.71], [2.98, 1.06, 2.17], [1.28, -4.44, -0.96], [1.88, 4.41, 0.22], [-4.38, 0.49, 0.00], [2.63, -0.39, 2.53], [-2.77, -2.01, -1.62], [1.43, -4.48, -1.93], [-2.03, 2.74, -0.34], [-3.08, 0.24, -1.40], [-0.84, -1.27, -0.01], [-3.68, 1.00, -0.08], [0.28, -3.15, -0.78], [-1.46, 0.40, -2.62], [-0.87, -3.38, -1.38], [2.74, -2.83, 1.06], [3.28, -1.14, 2.75], [3.66, 2.81, 0.51], [-3.72, 2.80, 0.87], [1.59, -1.95, 1.02], [0.63, -2.34, 0.13], [-3.21, -2.83, -2.18], [2.38, -0.28, 3.53], [2.55, 2.46, 0.22], [2.51, 2.17, -0.88], [-3.17, 2.17, 0.17], [3.70, 1.84, 2.86], [-1.39, 2.17, -1.62], [-1.96, 0.85, -1.83]]}



{"formula": "C16H17N5O3S", "method": "ωB97M-V/def2-TZVPD", "e_lumo_ev": 0.60, "relative_energy_kcal_mol": 0.0, "total_energy_ev": -41297.253, "largest_force_ev_per_a": 1.5, "gap_ev": 8.6, "symbols": ["C", "H", "C", "S", "H", "H", "C", "C", "H", "C", "C", "C", "H", "C", "O", "H", "C", "N", "N", "C", "H", "H", "N", "H", "O", "N", "O", "H", "H", "N", "H", "C", "H", "H", "H", "C", "C", "C", "H", "C", "C", "H"], "positions_angstrom": [[-0.70, 2.08, 0.60], [6.82, 1.97, 0.41], [1.18, -0.83, -0.67], [-1.67, 1.34, -1.89], [-5.24, -0.03, 0.59], [4.75, 3.15, -0.16], [2.55, -1.01, -0.32], [-2.92, 0.95, 0.82], [-5.47, -1.48, -1.47], [5.91, 1.40, 0.24], [-4.53, -0.83, 0.36], [3.56, 0.01, -0.19], [-2.47, -1.02, 0.69], [-4.88, -2.09, 1.15], [-3.68, 1.87, 0.65], [-2.09, 3.25, -0.56], [3.55, 1.40, -0.30], [-1.54, 1.17, 1.16], [0.23, -1.71, -0.56], [5.94, 0.03, 0.37], [-5.87, -2.43, 0.88], [6.85, -0.50, 0.64], [-0.91, -1.11, -0.98], [-0.39, 3.27, -1.15], [0.38, 2.33, 1.06], [4.47, -2.00, 0.23], [0.72, 0.35, -1.16], [-1.18, 0.68, 1.98], [-4.30, -0.17, -1.68], [-3.22, -0.36, 0.80], [2.64, 1.93, -0.53], [-0.59, 0.09, -1.33], [-4.86, -1.89, 2.21], [-4.17, -2.88, 0.92], [5.14, -2.72, 0.45], [3.16, -2.21, -0.05], [-4.51, -1.09, -1.14], [4.75, -0.66, 0.16], [2.73, -3.19, -0.05], [-1.18, 2.66, -0.71], [4.73, 2.07, -0.08], [-3.73, -1.81, -1.39]]}



{"formula": "C16H17NO", "method": "ωB97M-V/def2-TZVPD", "e_lumo_ev": 0.82, "relative_energy_kcal_mol": 7.4, "total_energy_ev": -20405.503, "largest_force_ev_per_a": 1.1, "gap_ev": 8.8, "symbols": ["C", "H", "H", "C", "C", "H", "C", "C", "H", "C", "C", "H", "H", "H", "H", "H", "C", "C", "C", "N", "C", "C", "C", "H", "H", "C", "H", "C", "O", "H", "H", "H", "H", "H", "C"], "positions_angstrom": [[-1.97, -3.94, -1.68], [0.52, 3.93, -1.66], [0.15, -0.71, -1.71], [0.51, 3.33, -0.76], [1.24, 2.66, 1.40], [-3.55, -2.70, -2.45], [-0.66, -3.97, -1.22], [-0.45, -1.61, -1.68], [-2.51, -4.88, -1.75], [0.39, 1.56, 1.32], [1.35, 3.53, 0.31], [-0.87, 2.06, -1.74], [2.40, 4.41, 3.64], [1.15, -2.85, -1.01], [-0.58, -6.12, -0.90], [-1.10, 0.46, 0.22], [-2.50, -2.76, -2.18], [-0.38, 2.24, -0.79], [-1.77, -1.59, -2.14], [0.54, 0.83, 2.50], [-0.06, -5.21, -0.59], [2.93, 3.57, 3.19], [1.97, 2.57, 2.64], [-0.13, -5.16, 0.50], [0.98, -5.32, -0.88], [1.46, 1.49, 3.28], [3.63, 3.15, 3.91], [0.11, -2.81, -1.28], [-2.33, -0.47, -2.67], [2.11, 4.31, 0.31], [1.54, 1.24, 4.33], [-1.68, 0.25, -2.68], [3.50, 4.03, 2.37], [-0.23, 0.32, 2.91], [-0.45, 1.32, 0.25]]}



{"formula": "C16H17NO3", "method": "ωB97M-V/def2-TZVPD", "e_lumo_ev": 0.80, "relative_energy_kcal_mol": 22.4, "total_energy_ev": -24499.986, "largest_force_ev_per_a": 0.8, "gap_ev": 8.9, "symbols": ["C", "C", "H", "H", "H", "H", "C", "H", "C", "C", "C", "H", "H", "C", "C", "C", "H", "C", "C", "H", "H", "O", "H", "O", "H", "C", "H", "H", "O", "H", "C", "H", "C", "H", "N", "C", "C"], "positions_angstrom": [[0.80, 2.22, 1.71], [1.80, 2.64, 0.85], [3.34, -0.30, -1.08], [-3.35, 0.90, 2.22], [2.75, 2.95, 1.25], [4.58, -1.44, 0.45], [1.72, -2.82, 0.49], [0.15, 2.28, -2.09], [2.54, -0.97, -0.81], [-0.43, 1.81, 1.21], [-2.63, 0.61, 0.17], [-1.11, -0.79, 0.82], [-1.16, -0.56, -2.19], [2.76, -1.95, 0.15], [0.35, 2.26, -1.03], [1.30, -0.85, -1.41], [0.95, 2.20, 2.78], [-0.64, 1.79, -0.18], [-2.69, 1.39, 1.50], [-2.78, -1.25, 1.21], [-1.25, -2.32, -2.44], [-1.41, 1.45, 2.09], [-0.32, -3.35, 0.16], [-1.80, 1.33, -0.73], [1.15, -0.08, -2.15], [1.57, 2.69, -0.51], [-3.62, 0.59, -0.30], [-3.06, -1.71, -1.14], [3.96, -2.10, 0.78], [2.33, 3.05, -1.19], [0.49, -2.69, -0.11], [1.90, -3.58, 1.23], [-1.10, -1.54, -1.68], [-3.06, 2.41, 1.30], [-2.16, -1.73, -0.69], [0.26, -1.70, -1.06], [-2.14, -0.83, 0.43]]}



{"formula": "C16H18BClF2N4O6Pb", "method": "ωB97M-V/def2-TZVPD", "e_lumo_ev": -0.57, "relative_energy_kcal_mol": 7.7, "total_energy_ev": -59015.579, "largest_force_ev_per_a": 0.3, "gap_ev": 7.6, "symbols": ["H", "C", "H", "O", "H", "N", "H", "O", "C", "C", "C", "H", "C", "H", "B", "H", "H", "C", "C", "N", "O", "C", "F", "H", "H", "H", "H", "Pb", "O", "H", "C", "O", "Cl", "N", "H", "C", "C", "N", "H", "C", "C", "C", "H", "H", "C", "F", "O", "H", "C"], "positions_angstrom": [[1.98, -3.19, -4.30], [-3.43, 3.27, 0.12], [2.92, -3.48, 3.06], [-1.20, 1.88, -0.82], [0.02, 0.00, -2.83], [0.34, -2.72, -3.08], [2.23, -3.50, -2.56], [1.88, -2.53, 5.77], [2.59, -2.05, 1.21], [-2.17, 3.80, 2.09], [-2.27, 3.16, 0.87], [0.77, -0.07, 5.13], [1.14, -0.31, 4.15], [-5.41, 4.11, 0.03], [-0.67, -0.72, -0.10], [0.12, -2.40, -2.12], [-0.08, -3.64, -3.17], [-4.50, 4.02, 0.59], [0.32, -0.38, -3.81], [1.00, 0.51, 3.10], [2.78, -3.60, 4.06], [-4.38, 4.66, 1.82], [-1.18, -1.61, -1.02], [-0.09, 0.32, -4.54], [-3.16, 5.07, 3.53], [-0.15, -2.13, -5.03], [-3.49, 2.77, -0.83], [1.26, 0.74, -0.27], [-0.13, 2.13, 1.10], [-1.26, 3.72, 2.66], [-1.13, 2.34, 0.33], [2.51, -1.55, 0.06], [-5.71, 5.60, 2.42], [1.77, -0.38, -3.91], [-1.37, -1.75, -3.79], [-3.23, 4.56, 2.58], [2.04, -1.19, 2.33], [1.54, -0.01, 2.00], [0.48, 1.38, 2.99], [1.82, -2.80, -3.29], [2.16, -2.57, 4.60], [1.82, -1.43, 3.71], [3.47, -1.43, -3.31], [2.32, -1.16, -2.04], [2.40, -1.41, -3.10], [-1.43, -0.70, 0.99], [3.03, -3.17, 1.52], [2.07, -0.41, -4.88], [-0.31, -1.75, -4.02]]}



{"formula": "C16H18BFN6Pt", "method": "ωB97M-V/def2-TZVPD", "spin_multiplicity": 5, "e_lumo_ev": [-5.98, -10.80], "s_squared": 6.03, "relative_energy_kcal_mol": 0.0, "charge": 2, "total_energy_ev": -32445.011, "largest_force_ev_per_a": 3.1, "gap_ev": [9.3, 4.8], "symbols": ["C", "H", "C", "H", "C", "H", "C", "H", "C", "H", "H", "C", "C", "N", "H", "H", "H", "N", "H", "C", "C", "H", "C", "H", "C", "Pt", "C", "N", "H", "C", "H", "H", "C", "B", "F", "C", "N", "H", "C", "N", "H", "N", "H"], "positions_angstrom": [[2.12, -1.57, -3.66], [-2.39, -0.12, -4.54], [2.99, 0.49, 1.02], [1.71, 0.76, 4.64], [2.07, 0.63, 3.63], [1.04, 3.20, 0.19], [-2.28, -0.20, -3.46], [2.24, -1.55, -4.71], [1.01, 3.04, -0.88], [1.07, 3.39, -4.16], [0.10, 0.50, 2.81], [3.43, 0.70, 3.36], [1.22, 3.86, -1.98], [1.34, -1.04, -1.68], [4.96, 0.77, 1.80], [-1.26, -2.52, 2.89], [-2.79, -0.61, -0.23], [-1.09, 0.07, -2.88], [-4.24, -0.69, -2.65], [-1.45, -2.07, 1.88], [-2.51, -0.45, -1.26], [2.36, -2.48, -0.49], [1.06, 3.07, -3.11], [1.42, 4.92, -1.93], [1.61, 0.37, 1.26], [0.46, 0.18, -0.31], [-3.19, -0.50, -2.47], [0.69, 1.83, -1.39], [0.31, 0.58, -4.67], [2.19, -2.08, -1.49], [-1.91, -1.10, 1.95], [-2.21, -2.70, 1.41], [2.69, -2.44, -2.73], [0.33, 0.45, -3.48], [4.34, 0.77, 4.39], [1.15, 0.50, 2.58], [1.30, -0.71, -3.01], [3.39, -3.22, -2.96], [3.90, 0.71, 2.06], [0.73, 1.82, -2.75], [3.30, 0.54, -0.02], [-1.23, -0.11, -1.55], [-0.58, -2.01, 1.19]]}



{"formula": "C16H18Br2N4OPd", "method": "ωB97M-V/def2-TZVPD", "e_lumo_ev": 0.06, "total_energy_ev": -168457.549, "largest_force_ev_per_a": 2.8, "gap_ev": 8.1, "symbols": ["C", "C", "N", "C", "H", "H", "C", "C", "C", "H", "C", "Br", "H", "H", "H", "C", "C", "H", "N", "C", "H", "Pd", "H", "C", "H", "H", "C", "O", "H", "H", "Br", "H", "C", "N", "H", "N", "C", "H", "H", "H", "C", "C"], "positions_angstrom": [[9.96, 6.11, 6.05], [5.75, 9.06, 6.20], [8.73, 8.02, 6.88], [6.86, 9.20, 13.98], [4.60, 9.49, 4.39], [10.41, 8.20, 5.77], [9.12, 5.30, 6.82], [7.56, 9.72, 12.93], [6.70, 7.97, 8.25], [6.29, 7.23, 8.98], [4.78, 10.03, 13.03], [6.38, 12.09, 7.53], [7.19, 8.77, 8.80], [4.14, 8.04, 5.24], [9.61, 9.12, 12.92], [5.47, 9.34, 14.00], [5.46, 10.49, 11.92], [7.39, 8.75, 14.88], [8.87, 9.74, 12.52], [6.83, 10.36, 11.87], [9.77, 10.38, 10.70], [8.60, 10.00, 6.85], [7.51, 5.16, 8.21], [4.45, 9.06, 5.38], [8.85, 12.25, 8.05], [4.91, 11.00, 11.12], [8.26, 11.92, 7.19], [6.81, 9.54, 5.73], [8.40, 12.47, 6.24], [4.68, 8.09, 7.66], [10.71, 10.08, 8.30], [3.63, 9.51, 5.99], [9.78, 7.48, 6.21], [7.71, 10.73, 10.85], [9.18, 4.18, 6.84], [5.61, 8.49, 7.43], [8.87, 10.31, 11.28], [3.70, 10.22, 13.15], [10.85, 5.77, 5.48], [4.89, 9.01, 14.85], [7.85, 7.24, 7.52], [8.06, 5.87, 7.54]]}